Formula: C26H19ClN6O12Tc
Source: the OMol25 dataset
Level of theory: ωB97M-V/def2-TZVPD

Structure (XYZ):
```
65
Properties=species:S:1:pos:R:3:forces:R:3
Tc 6.704468 9.028151 12.046050 0.562 -0.616 -1.156
Cl 9.096520 10.841319 19.277782 0.110 -0.320 -0.210
O 6.253519 5.976614 10.049005 -0.532 -1.534 -0.183
O 11.107223 10.852981 8.565989 -0.979 -0.310 0.329
O 10.608377 4.755515 7.850252 1.127 0.426 -0.643
O 5.953211 8.141244 10.458669 0.284 -0.207 -0.311
O 11.155935 9.701224 13.901782 -0.733 -1.484 -1.440
O 10.654736 7.549969 14.353597 -0.323 -0.175 0.824
O 9.052432 11.276556 9.203215 1.560 -0.874 -0.580
O 12.019270 6.368055 7.304259 -0.674 -1.085 0.317
O 11.051658 8.096084 12.193535 -0.054 1.007 1.795
O 8.406716 9.397006 10.966718 -1.605 -0.170 -0.191
O 7.447585 7.182224 12.575372 -2.219 -0.545 1.246
O 6.732033 5.161337 13.292011 -0.782 1.100 -0.015
N 5.245149 8.454517 13.437623 -0.608 -0.977 1.254
N 6.180937 10.918080 11.283172 1.447 1.485 -1.161
N 6.758144 7.081596 10.013303 -1.070 1.294 0.220
N 10.009893 10.494030 8.985768 -0.165 0.860 0.761
N 10.994423 5.921285 7.810746 -0.944 -0.182 0.383
N 7.581086 10.274920 13.410690 2.649 -0.843 0.840
C 9.189551 9.978062 15.344763 3.289 0.533 1.214
C 8.750097 6.506365 8.689911 -1.377 1.194 1.481
C 5.607246 12.356365 9.464125 -0.437 1.247 -1.231
C 8.766683 10.141723 16.654076 0.180 0.148 0.986
C 7.865718 11.569161 12.834272 -0.018 1.297 0.981
C 7.278213 13.111550 10.967080 1.541 -0.316 -0.022
C 8.276318 9.564481 14.297302 -2.282 1.358 -1.328
C 10.624323 8.102221 8.699083 -0.576 0.374 -0.364
C 5.534359 11.148869 10.149252 -0.585 -1.244 0.862
C 10.437905 6.145282 14.061748 -0.615 -0.445 -0.160
C 10.929303 8.368067 13.362126 0.500 0.763 -0.846
C 8.989154 13.707056 12.559125 1.082 -0.015 1.259
C 7.137509 11.886776 11.655870 -1.962 -0.824 0.312
C 11.080455 10.393905 17.456548 -1.026 -0.183 -1.107
C 7.960002 7.402398 9.507764 3.178 1.310 -0.858
C 10.641111 10.008427 15.153665 -1.376 -1.353 -1.355
C 8.370427 13.954857 11.395225 -0.916 0.119 -1.520
C 9.706972 10.380899 17.713271 0.105 0.236 -1.306
C 11.558583 10.171388 16.142836 0.327 0.701 1.645
C 6.474778 6.318178 13.029588 1.809 0.363 -0.487
C 5.064778 6.966288 13.192304 0.339 -0.066 0.678
C 6.506080 13.322614 9.790214 0.733 0.513 0.899
C 8.606679 8.716630 9.900863 0.160 -2.044 0.128
C 10.068990 6.862152 8.460436 1.168 0.326 -0.450
C 9.759035 9.076581 9.184390 0.455 0.249 -0.709
C 8.694304 12.568059 13.326688 0.440 -1.949 0.464
H 11.678220 8.261661 8.485829 -0.446 0.314 -0.233
H 4.357432 8.948213 13.377273 -0.009 -0.177 -0.045
H 7.701266 10.063820 16.919415 0.559 0.170 -0.180
H 8.336483 5.577536 8.320961 0.061 0.013 0.293
H 11.809117 10.563000 18.206101 0.274 0.188 0.867
H 6.667566 14.261363 9.210978 -0.390 -0.943 0.484
H 5.579349 8.624276 14.412707 -0.321 -0.242 -0.973
H 9.356092 5.910259 13.988660 0.557 0.479 -0.037
H 10.899890 5.946970 13.104807 0.116 -0.304 -0.094
H 7.970352 8.509226 14.313286 0.199 0.272 0.105
H 10.856956 5.525403 14.873194 0.070 0.682 -0.352
H 4.937382 12.616741 8.647503 0.101 -0.745 -0.061
H 12.667176 10.190425 15.978973 -1.375 -0.219 -0.179
H 9.824950 14.312103 12.930228 -0.448 -0.049 -0.377
H 4.462629 6.424189 13.947753 0.590 0.474 -0.035
H 4.938359 10.290497 9.785272 0.197 0.748 0.177
H 9.297974 12.333884 14.218221 -0.445 0.412 -0.382
H 8.768594 14.724194 10.718868 -0.572 -0.138 0.400
H 4.504333 6.877670 12.278232 0.093 -0.077 -0.622
```
Forces are in eV/Å.

Properties
E_tot = -2774.2971 hartree
HOMO (spin up / spin down) = -6.43 / -7.89 eV
Relative energy (zero: lowest compared OMol25 entry of this formula, charge and spin) = 0.0 kcal per mole
Frontier orbital gap (spin up / spin down) = 4.77 / 6.09 eV
Molar mass = 740.9 g mol⁻¹
Multiplicity = 4
Lowest unoccupied orbital energy (spin up / spin down) = -1.66 / -1.80 eV


Formula: C30H87N5O11
Source: the OMol25 dataset
Level of theory: ωB97M-V/def2-TZVPD

Structure (XYZ):
```
133
Properties=species:S:1:pos:R:3:forces:R:3
O -3.626869 -6.968943 -3.003986 -0.068 0.829 2.257
O 3.625061 4.951767 -2.087026 0.163 0.030 -1.681
O -7.058549 0.935137 -4.876816 -0.450 -0.668 -0.707
O -2.965589 7.984767 8.729434 -1.343 0.578 -0.206
O 1.224341 -0.331633 -7.812876 2.135 -1.207 0.583
O 1.916491 -3.122223 -0.575976 0.524 -0.571 0.650
O 2.823851 -5.984073 -8.178776 0.692 0.041 -0.787
O 4.107811 -7.816583 1.518104 0.192 -0.754 0.651
O 9.011321 -3.741813 -2.751046 0.402 1.451 0.455
O 1.546921 -4.205043 10.513774 0.148 0.093 -0.922
O 4.721551 4.054317 6.780234 -0.248 -0.601 0.656
N -5.167979 4.066707 -5.689006 0.813 -0.398 -0.292
N -1.531129 -8.302203 -5.706326 0.703 -0.715 -0.955
N 3.147021 -1.477523 8.446124 -0.677 -0.142 0.332
N -5.257489 5.221237 7.891194 -0.256 0.055 0.873
N 2.766791 7.616737 -3.173426 0.538 -0.523 0.597
C 0.084641 -2.115593 -1.347716 -3.405 1.009 1.142
C 4.928941 4.872997 -1.586976 0.035 -0.596 0.463
C 3.298971 -8.155233 2.647674 -0.624 0.766 0.337
C -4.207689 7.322527 8.642934 0.542 -2.477 0.269
C 2.928871 7.305567 -1.726556 -0.236 -0.520 -1.536
C -3.396119 5.917437 6.611894 1.410 0.325 0.201
C 5.214811 4.086587 5.482414 0.906 -0.011 -0.983
C -0.046899 0.096167 -9.790596 0.795 0.494 -0.349
C 0.206381 0.420987 -8.340106 -1.516 -0.361 0.885
C 2.000251 8.110057 -0.901706 -0.346 0.637 0.576
C -6.312759 2.534687 -7.265686 1.462 -0.248 0.352
C -8.406409 1.453097 -4.835246 1.541 0.607 0.625
C -6.034569 1.912207 -4.770486 -0.413 0.623 -0.918
C -2.046879 -8.281353 -4.372216 -0.684 -0.096 1.730
C 0.724881 -2.529983 -0.063476 0.343 0.043 -0.760
C 2.712961 5.780477 -1.470336 0.556 1.679 0.919
C -6.186519 3.050177 -5.850236 -1.280 -0.079 1.455
C -4.555839 -5.842383 -2.883016 0.041 -1.820 -1.975
C 8.606491 -2.816753 -1.652356 -0.762 -2.491 -1.308
C -3.163179 9.212377 9.387054 1.035 0.110 1.149
C 1.745931 -3.985533 11.904414 -0.104 0.207 -0.816
C 3.911391 -6.326703 -7.317856 -1.215 -0.490 1.207
C -3.945399 5.924267 8.056184 -1.446 -0.730 -2.229
C -3.165639 -7.304053 -4.279366 -1.703 2.060 -0.844
C 0.537941 1.855287 -8.096606 -0.345 0.803 -0.737
C 2.153431 -2.084083 9.362244 0.041 1.458 -0.164
C -0.955859 -7.994673 -3.345976 -1.249 0.309 0.018
C 0.768531 -1.683453 8.828304 -0.029 0.122 1.343
C 1.053251 -1.426433 0.863054 1.579 1.158 0.942
C 2.403771 -3.539603 9.569404 -0.511 -0.648 0.341
H -0.273619 2.391887 -8.588046 0.229 0.539 -0.108
H 2.273461 9.164867 -0.930466 -0.089 0.018 -0.107
H 3.441311 -3.643503 9.886904 0.249 -0.265 -0.072
H -5.345829 -5.991683 -3.619036 -0.506 -0.468 -0.094
H 1.085291 -1.261443 -8.007096 0.011 -0.097 0.004
H 1.557691 -1.881503 1.715424 -0.289 -0.005 0.396
H 0.025891 -2.224923 9.414314 -0.212 -0.221 -0.290
H -0.888049 -1.753683 -1.014566 -0.512 0.349 -0.419
H -5.057829 -5.881273 -1.916266 0.730 0.328 0.062
H -5.050999 1.455107 -4.878866 -0.159 -0.451 -0.424
H -0.781829 0.780837 -10.213926 -0.174 -0.325 -0.104
H 2.789401 5.698737 -0.386096 -0.321 -0.528 0.402
H 2.047441 7.799297 0.141994 -0.217 -0.024 0.077
H 0.570011 -1.768243 7.759894 0.345 -0.367 0.014
H 4.930901 3.236947 4.861444 -1.148 0.220 -0.222
H -0.269979 -0.954923 -9.973716 -0.415 0.059 0.176
H 7.562201 -2.595033 -1.872366 0.013 0.583 0.285
H 1.759481 -2.864323 -1.487256 1.339 -0.694 -0.243
H -2.177689 9.668717 9.480174 -0.158 0.456 -0.590
H 2.776211 -3.705193 12.123574 0.182 -0.146 0.101
H -3.946229 9.858567 8.990354 0.221 0.031 -0.601
H -3.346209 5.258287 8.677114 0.609 0.767 0.301
H -2.633099 6.680057 6.456044 -0.002 0.236 0.196
H 1.493701 2.063427 -8.577546 -0.025 0.237 -0.121
H -0.205189 -8.778433 -3.447576 0.298 0.406 0.499
H 2.971741 -1.914433 7.552544 0.347 0.087 -0.350
H 4.114211 -1.619673 8.699934 0.028 -0.238 0.157
H -4.055549 -7.699123 -4.769346 -0.004 -0.177 -0.814
H 2.561041 -8.936763 2.466664 -0.066 0.054 -0.571
H 8.618591 -3.492403 -0.797106 0.221 0.871 0.658
H -2.146069 -8.805473 -6.329766 -0.892 0.434 -0.243
H 4.927631 -6.104353 -7.643296 -0.467 0.449 -0.530
H -0.619389 -6.958683 -3.386146 0.666 -0.137 -0.754
H -0.821409 -9.020243 -5.677716 0.927 0.171 0.034
H -0.663299 0.136957 -7.747576 -0.742 0.346 -0.070
H -4.607099 7.080627 9.627844 0.028 0.423 0.625
H 4.851991 4.165507 -0.761366 0.683 -0.184 0.199
H -4.106209 6.032417 5.792964 -0.469 0.045 0.489
H 2.258911 -1.650783 10.356844 0.025 0.546 0.019
H -0.187469 -2.949933 -1.994196 0.563 0.039 -0.220
H 8.572161 -4.578943 -2.583856 -0.038 0.070 0.076
H -7.093329 3.607627 -5.615646 -0.759 -0.507 0.026
H -6.010659 2.265577 -3.739636 -0.273 0.728 0.134
H 0.623861 -0.639183 9.105184 0.010 0.119 -0.253
H 6.288801 3.919077 5.401184 0.571 0.662 0.546
H 1.469151 -4.922213 12.388294 0.141 0.149 0.174
H -8.638049 2.064017 -5.707716 -0.115 -0.193 -0.148
H 1.890221 7.240247 -3.505066 -0.576 0.083 0.057
H -2.564479 -9.205633 -4.115516 0.471 -0.685 0.259
H 3.658681 -5.834673 -6.378626 0.773 0.201 0.295
H -2.886519 -6.375803 -4.777916 0.234 0.176 -0.420
H 3.796281 -7.008693 1.103534 -0.212 -0.062 0.227
H -2.843749 4.996217 6.426564 -0.182 -0.279 0.023
H -5.608889 4.979607 8.806764 -0.407 0.516 0.611
H 3.952471 7.646197 -1.570606 0.202 -0.482 0.597
H 0.984361 8.013817 -1.284866 -0.152 -0.028 0.183
H 3.419001 6.923957 -3.512226 0.389 0.086 -1.046
H 3.879591 -7.390683 -7.083246 0.177 -0.224 -0.158
H 2.244541 -3.971293 8.581274 0.079 -0.805 0.179
H 0.903681 0.269137 -10.295156 0.068 0.144 -0.302
H -5.040019 7.809067 8.134384 0.399 0.466 -0.568
H 0.582751 2.238907 -7.077326 -0.018 -0.641 0.149
H 0.532241 -1.237713 -1.813646 0.453 -0.373 -0.189
H 4.959321 5.069487 5.086514 0.022 -0.318 -0.439
H -1.473149 -7.937983 -2.388226 0.288 -0.850 0.301
H 1.853501 -0.791053 0.483584 -0.134 0.215 -0.500
H -9.146999 0.664517 -4.701926 0.430 -0.132 -0.049
H 3.804531 -8.495833 3.551284 1.033 -0.062 -0.469
H -5.436999 1.903207 -7.415236 -0.273 -0.798 -0.115
H 2.784541 -7.269023 3.019294 -0.331 0.076 -0.187
H 5.408561 5.778367 -1.214986 -0.427 0.444 -0.061
H -5.310609 4.657897 -6.495386 0.376 0.565 0.108
H 1.735171 5.477997 -1.845216 -0.138 0.117 0.217
H -6.078089 3.301857 -8.003576 -0.801 0.406 0.009
H -4.180579 -4.899933 -3.281866 0.769 0.243 0.933
H -8.381689 2.119687 -3.973186 -0.735 0.166 0.222
H 2.098621 -6.577003 -7.968866 0.015 0.035 -0.017
H 1.093091 -3.181833 12.244934 -0.050 0.057 0.200
H 5.561931 4.498397 -2.391386 -0.067 -0.212 0.146
H -5.432839 4.586207 -4.864346 0.317 0.356 0.025
H 4.630451 3.123247 6.995684 -0.111 0.039 0.446
H 9.213951 -1.914343 -1.583476 0.161 -0.486 -0.164
H -3.423479 9.074327 10.436484 -0.375 -0.437 0.276
H -5.093219 4.272597 7.585914 0.394 -0.086 -0.819
H -7.261849 2.019787 -7.414666 0.326 0.017 -0.305
H 0.256921 -0.768943 1.211864 -0.281 -0.363 -0.103
H 0.131531 -3.186153 0.573314 -0.172 -0.826 -0.696
```
Forces are in eV/Å.

Properties
E_tot = -2296.2544 hartree
HOMO = -9.15 eV
Relative energy (zero: lowest compared OMol25 entry of this formula, charge and spin) = 116.0 kcal per mole
Frontier orbital gap = 9.43 eV
SMILES = COC[C@H](C)N.COC[C@H](C)N.COC[C@H](C)N.COC[C@H](C)N.COC[C@H](C)N.CC(C)O.CC(C)O.CO.CO.CO.CO
Molar mass = 694.0 g mol⁻¹
Lowest unoccupied orbital energy = 0.28 eV